[1]
Formula: C4H7N2O
Source: OMol25
Level of theory: the ωB97M-V functional and the def2-TZVPD basis

The geometry in XYZ format:
```
14
Properties=species:S:1:pos:R:3:nbo_charge:R:1
O 0.080 0.819 -1.720 -0.47
N -0.154 -1.805 -0.747 0.09
N -0.006 -2.640 -1.488 0.27
C -1.461 1.500 -0.012 -0.74
C -0.569 0.594 -0.735 0.57
C 1.910 -0.572 0.751 -0.22
C -0.311 -0.759 -0.016 -0.29
H -1.970 1.095 0.867 0.25
H 1.800 0.525 0.753 0.22
H -2.090 2.032 -0.820 0.30
H 1.798 -1.115 1.690 0.23
H -0.812 -0.708 0.993 0.30
H -0.687 2.021 0.553 0.27
H 2.470 -0.986 -0.070 0.22
```

**Frontier orbital gap (spin up / spin down)**: 8.22 / 8.22 eV
**HOMO energy (spin up / spin down)**: -0.5464 / -0.5464 hartree
**Net charge**: +1
**E_LUMO (spin up / spin down)**: -6.6 / -6.6 eV

---

[2]
Formula: C4H7N2O2
Source: OMol25
Level of theory: the ωB97M-V functional and the def2-TZVPD basis

The geometry in XYZ format:
```
15
Properties=species:S:1:pos:R:3:nbo_charge:R:1
O 0.776 -1.993 -1.992 -0.43
O 0.080 2.075 -1.297 -0.57
N 0.274 0.261 -2.526 -0.64
N 0.235 0.811 1.004 -0.63
C 0.140 1.604 -2.381 0.59
C -0.363 -1.286 2.147 -0.71
C 0.503 -0.905 -2.225 0.93
C -0.411 -0.240 1.225 0.30
H 1.063 1.217 1.564 0.44
H 0.177 1.434 0.113 0.47
H -1.261 -1.234 2.719 0.29
H -0.406 -2.246 1.529 0.29
H -1.304 -0.444 0.576 0.21
H -0.011 2.214 -3.337 0.20
H 0.510 -1.268 2.883 0.26
```

**Frontier orbital gap**: 11.22 eV
**HOMO energy**: -0.5638 hartree
**Net charge**: +1
**E_LUMO**: -4.1 eV

---

[3]
Formula: C4H7N2O4S
Source: OMol25
Level of theory: the ωB97M-V functional and the def2-TZVPD basis

The geometry in XYZ format:
```
18
Properties=species:S:1:pos:R:3:nbo_charge:R:1
S -0.727 -1.075 -2.107 -0.79
O -2.470 -1.688 1.119 -0.59
O 0.389 0.491 2.888 -0.74
O -0.434 -1.658 2.022 -0.71
O -1.043 2.199 2.509 -0.66
N 0.276 1.549 -0.818 -0.82
N 1.210 -0.120 0.262 -0.76
C -0.488 1.151 2.225 0.81
C -1.406 -1.058 1.326 0.78
C -1.097 0.327 0.922 -0.55
C 0.028 0.433 -0.027 0.64
H 2.059 0.004 -0.248 0.40
H -0.298 -0.079 -2.915 0.06
H 1.148 -1.005 0.703 0.41
H 0.716 1.218 -1.668 0.39
H -1.902 0.906 0.575 0.27
H -0.520 2.121 -1.113 0.39
H 0.058 -0.808 2.311 0.48
```

**Frontier orbital gap**: 7.67 eV
**HOMO energy**: -0.1605 hartree
**Net charge**: -1
**E_LUMO**: 3.3 eV

---

[4]
Formula: C4H7N2OS
Source: OMol25
Level of theory: the ωB97M-V functional and the def2-TZVPD basis

The geometry in XYZ format:
```
15
Properties=species:S:1:pos:R:3:nbo_charge:R:1
S -0.553 1.018 3.291 0.68
O -0.351 -0.266 -0.301 -0.51
N 0.678 -0.118 -2.441 -0.71
N -1.748 -0.044 2.968 -0.54
C -1.628 -0.502 1.780 0.00
C 0.249 0.846 1.728 -0.48
C 0.948 -0.401 -0.917 0.14
C -0.489 -0.037 1.007 0.17
H -2.504 -1.069 1.240 0.22
H -0.148 -0.673 -2.776 0.46
H 0.420 0.959 -2.473 0.46
H 1.252 -1.420 -0.922 0.22
H 1.545 0.396 -0.524 0.22
H 1.358 -0.206 -3.116 0.44
H 0.973 1.517 1.458 0.23
```

**Frontier orbital gap**: 8.23 eV
**HOMO energy**: -0.4570 hartree
**Net charge**: +1
**E_LUMO**: -4.2 eV

---

Taking the records one at a time from the top gives energy relative to the best compared isomer or geometry (same formula, charge and spin) values of 529.7; 87.2; 139.2; 198.0 kJ/mol.
Taking the records one at a time from the top gives F_max values of 5.7; 4.6; 5.3; 5.8 eV/Å.
Taking the records one at a time from the top gives molar mass values of 99.1; 115.1; 179.2; 131.2 g mol⁻¹.